Below is a cluster of 13 separate species, C78H195N13 in total at a distorted geometry, with properties calculated with wB97M-V/def2-TZVPD.

The charge is +1. For the electronic energy, the calculation gives -3799.93107 a.u. For the HOMO-LUMO gap (alpha / beta), the calculation gives 7.2081 / 2.7978 eV. The multiplicity is 2.

Bonds (Å) are listed after each position.
Geometry (Å):
1 C 3.091 1.505 9.095  C2 1.538, H8 1.090, H9 1.090, H10 1.090
2 C 2.202 0.677 8.151  C1 1.538, N3 1.476, H11 1.090, H12 1.090
3 N 2.965 0.127 7.015  C2 1.476, C4 1.468, C6 1.466
4 C 3.531 -1.199 7.293  N3 1.468, C5 1.559, H13 1.090, H14 1.090
5 C 4.824 -1.048 8.151  C4 1.559, H15 1.090, H16 1.090, H17 1.090
6 C 2.173 0.107 5.781  N3 1.466, C7 1.554, H18 1.090, H19 1.090
7 C 2.036 1.520 5.149  C6 1.554, H20 1.090, H21 1.090, H22 1.090
8 H 2.392 2.090 9.693  C1 1.090
9 H 3.663 2.251 8.544  C1 1.090
10 H 3.762 1.004 9.792  C1 1.090
11 H 1.561 -0.042 8.661  C2 1.090
12 H 1.430 1.257 7.645  C2 1.090
13 H 2.887 -1.919 7.797  C4 1.090
14 H 3.818 -1.665 6.350  C4 1.090
15 H 5.292 -2.028 8.047  C5 1.090
16 H 5.702 -0.493 7.821  C5 1.090
17 H 4.685 -0.922 9.225  C5 1.090
18 H 1.175 -0.174 6.119  C6 1.090
19 H 2.417 -0.644 5.029  C6 1.090
20 H 1.312 1.659 4.347  C7 1.090
21 H 2.883 1.936 4.603  C7 1.090
22 H 1.818 2.223 5.954  C7 1.090
23 C -7.214 0.253 -3.353  C24 1.526, H30 1.090, H31 1.090, H32 1.090
24 C -6.035 -0.634 -2.965  C23 1.526, N25 1.508, H33 1.090, H34 1.090
25 N -6.370 -1.935 -2.278  C24 1.508, C26 1.480, C28 1.489
26 C -5.098 -2.652 -2.038  N25 1.480, C27 1.524, H35 1.090, H36 1.090
27 C -4.401 -3.302 -3.228  C26 1.524, H37 1.090, H38 1.090, H39 1.090
28 C -7.172 -1.766 -1.035  N25 1.489, C29 1.529, H40 1.090, H41 1.090
29 C -8.665 -2.067 -1.172  C28 1.529, H42 1.090, H43 1.090, H44 1.090
30 H -7.814 0.029 -4.235  C23 1.090
31 H -6.919 1.273 -3.598  C23 1.090
32 H -7.977 0.395 -2.588  C23 1.090
33 H -5.412 -0.818 -3.840  C24 1.090
34 H -5.415 -0.040 -2.294  C24 1.090
35 H -4.421 -1.943 -1.561  C26 1.090
36 H -5.185 -3.342 -1.198  C26 1.090
37 H -4.793 -4.253 -3.590  C27 1.090
38 H -4.333 -2.649 -4.098  C27 1.090
39 H -3.320 -3.383 -3.111  C27 1.090
40 H -7.019 -0.708 -0.825  C28 1.090
41 H -6.798 -2.344 -0.190  C28 1.090
42 H -8.927 -1.695 -2.162  C29 1.090
43 H -9.262 -1.695 -0.340  C29 1.090
44 H -8.823 -3.136 -1.314  C29 1.090
45 C -5.131 7.378 -3.164  C46 1.533, H52 1.090, H53 1.090, H54 1.090
46 C -5.571 6.424 -2.048  C45 1.533, N47 1.471, H55 1.090, H56 1.090
47 N -5.358 5.091 -2.633  C46 1.471, C48 1.434, C50 1.467
48 C -4.414 4.388 -1.814  N47 1.434, C49 1.573, H57 1.090, H58 1.090
49 C -4.008 2.990 -2.409  C48 1.573, H59 1.090, H60 1.090, H61 1.090
50 C -6.659 4.413 -2.608  N47 1.467, C51 1.538, H62 1.090, H63 1.090
51 C -7.584 4.962 -3.708  C50 1.538, H64 1.090, H65 1.090, H66 1.090
52 H -4.079 7.661 -3.202  C45 1.090
53 H -5.759 8.266 -3.235  C45 1.090
54 H -5.334 7.001 -4.166  C45 1.090
55 H -5.045 6.614 -1.112  C46 1.090
56 H -6.597 6.729 -1.842  C46 1.090
57 H -3.519 5.003 -1.717  C48 1.090
58 H -4.786 4.263 -0.797  C48 1.090
59 H -3.445 2.305 -1.775  C49 1.090
60 H -4.857 2.329 -2.580  C49 1.090
61 H -3.572 3.021 -3.408  C49 1.090
62 H -7.252 4.513 -1.699  C50 1.090
63 H -6.550 3.341 -2.776  C50 1.090
64 H -7.660 6.049 -3.730  C51 1.090
65 H -8.623 4.653 -3.597  C51 1.090
66 H -7.150 4.559 -4.623  C51 1.090
67 C 2.869 7.639 5.825  C68 1.483, H74 1.090, H75 1.090, H76 1.090
68 C 2.039 6.426 6.015  C67 1.483, N69 1.447, H77 1.090, H78 1.090
69 N 2.427 5.316 5.172  C68 1.447, C70 1.419, C72 1.483
70 C 3.755 4.852 5.358  N69 1.419, C71 1.567, H79 1.090, H80 1.090
71 C 4.215 4.599 6.835  C70 1.567, H81 1.090, H82 1.090, H83 1.090
72 C 2.249 5.505 3.711  N69 1.483, C73 1.538, H84 1.090, H85 1.090
73 C 2.301 4.246 2.829  C72 1.538, H86 1.090, H87 1.090, H88 1.090
74 H 2.850 8.023 4.804  C67 1.090
75 H 3.942 7.675 6.014  C67 1.090
76 H 2.469 8.309 6.586  C67 1.090
77 H 2.014 6.045 7.036  C68 1.090
78 H 0.986 6.575 5.778  C68 1.090
79 H 4.387 5.465 4.715  C70 1.090
80 H 3.667 3.898 4.840  C70 1.090
81 H 4.952 3.796 6.837  C71 1.090
82 H 3.337 4.271 7.392  C71 1.090
83 H 4.609 5.499 7.306  C71 1.090
84 H 1.321 6.011 3.445  C72 1.090
85 H 3.091 6.088 3.339  C72 1.090
86 H 2.243 4.567 1.789  C73 1.090
87 H 3.220 3.674 2.954  C73 1.090
88 H 1.506 3.524 3.015  C73 1.090
89 C 5.699 -3.439 2.022  C90 1.552, H96 1.090, H97 1.090, H98 1.090
90 C 6.223 -3.381 3.481  C89 1.552, N91 1.470, H99 1.090, H100 1.090
91 N 6.519 -2.048 4.026  C90 1.470, C92 1.484, C94 1.443
92 C 7.236 -2.204 5.317  N91 1.484, C93 1.589, H101 1.090, H102 1.090
93 C 8.565 -3.075 5.287  C92 1.589, H103 1.090, H104 1.090, H105 1.090
94 C 5.362 -1.187 4.006  N91 1.443, C95 1.614, H106 1.090, H107 1.090
95 C 5.753 0.217 4.699  C94 1.614, H108 1.090, H109 1.090, H110 1.090
96 H 5.405 -4.446 1.727  C89 1.090
97 H 6.466 -3.089 1.332  C89 1.090
98 H 4.846 -2.794 1.807  C89 1.090
99 H 5.419 -3.784 4.096  C90 1.090
100 H 7.107 -4.019 3.483  C90 1.090
101 H 7.648 -1.237 5.605  C92 1.090
102 H 6.583 -2.539 6.123  C92 1.090
103 H 8.918 -2.792 4.295  C93 1.090
104 H 9.285 -2.742 6.034  C93 1.090
105 H 8.366 -4.146 5.340  C93 1.090
106 H 4.421 -1.618 4.347  C94 1.090
107 H 5.113 -1.030 2.956  C94 1.090
108 H 4.998 0.971 4.478  C95 1.090
109 H 6.760 0.526 4.416  C95 1.090
110 H 5.622 0.225 5.781  C95 1.090
111 C 2.345 -6.978 3.509  C112 1.487, H118 1.090, H119 1.090, H120 1.090
112 C 2.994 -5.640 3.529  C111 1.487, N113 1.471, H121 1.090, H122 1.090
113 N 2.836 -4.860 4.767  C112 1.471, C114 1.518, C116 1.460
114 C 3.340 -5.722 5.911  N113 1.518, C115 1.528, H123 1.090, H124 1.090
115 C 3.793 -4.699 6.951  C114 1.528, H125 1.090, H126 1.090, H127 1.090
116 C 1.448 -4.476 5.009  N113 1.460, C117 1.503, H128 1.090, H129 1.090
117 C 0.898 -3.742 3.819  C116 1.503, H130 1.090, H131 1.090, H132 1.090
118 H 2.494 -7.550 2.592  C111 1.090
119 H 1.260 -6.875 3.501  C111 1.090
120 H 2.578 -7.688 4.302  C111 1.090
121 H 4.063 -5.774 3.369  C112 1.090
122 H 2.738 -5.050 2.650  C112 1.090
123 H 2.609 -6.338 6.435  C114 1.090
124 H 4.109 -6.440 5.627  C114 1.090
125 H 4.478 -5.267 7.579  C115 1.090
126 H 4.414 -3.954 6.453  C115 1.090
127 H 2.937 -4.309 7.501  C115 1.090
128 H 1.649 -3.884 5.902  C116 1.090
129 H 0.834 -5.322 5.317  C116 1.090
130 H -0.017 -3.284 4.197  C117 1.090
131 H 0.735 -4.473 3.028  C117 1.090
132 H 1.595 -2.976 3.481  C117 1.090
133 C -2.159 -6.290 4.315  C134 1.544, H140 1.090, H141 1.090, H142 1.090
134 C -3.417 -5.973 3.477  C133 1.544, N135 1.421, H143 1.090, H144 1.090
135 N -3.036 -5.117 2.408  C134 1.421, C136 1.479, C138 1.478
136 C -4.203 -4.729 1.586  N135 1.479, C137 1.578, H145 1.090, H146 1.090
137 C -5.159 -3.622 2.178  C136 1.578, H147 1.090, H148 1.090, H149 1.090
138 C -1.906 -5.560 1.564  N135 1.478, C139 1.499, H150 1.090, H151 1.090
139 C -1.444 -4.395 0.742  C138 1.499, H152 1.090, H153 1.090, H154 1.090
140 H -1.686 -5.325 4.493  C133 1.090
141 H -1.435 -6.978 3.879  C133 1.090
142 H -2.292 -6.610 5.348  C133 1.090
143 H -3.884 -6.902 3.149  C134 1.090
144 H -4.146 -5.504 4.138  C134 1.090
145 H -3.927 -4.392 0.587  C136 1.090
146 H -4.781 -5.630 1.381  C136 1.090
147 H -5.572 -3.868 3.157  C137 1.090
148 H -4.694 -2.650 2.344  C137 1.090
149 H -6.084 -3.612 1.601  C137 1.090
150 H -2.248 -6.365 0.913  C138 1.090
151 H -1.036 -5.887 2.134  C138 1.090
152 H -1.842 -4.356 -0.272  C139 1.090
153 H -0.381 -4.497 0.526  C139 1.090
154 H -1.385 -3.430 1.246  C139 1.090
155 C 7.610 -1.792 -3.200  C156 1.531, H162 1.090, H163 1.090, H164 1.090
156 C 6.095 -1.687 -3.001  C155 1.531, N157 1.503, H165 1.090, H166 1.090
157 N 5.327 -0.871 -4.002  C156 1.503, C158 1.501, C160 1.485
158 C 5.890 0.509 -4.180  N157 1.501, C159 1.515, H167 1.090, H168 1.090
159 C 4.989 1.409 -5.001  C158 1.515, H169 1.090, H170 1.090, H171 1.090
160 C 5.007 -1.663 -5.217  N157 1.485, C161 1.569, H172 1.090, H173 1.090
161 C 3.922 -2.744 -4.876  C160 1.569, H174 1.090, H175 1.090, H176 1.090
162 H 7.973 -2.347 -4.064  C155 1.090
163 H 8.138 -2.095 -2.296  C155 1.090
164 H 8.073 -0.817 -3.351  C155 1.090
165 H 5.736 -2.624 -2.574  C156 1.090
166 H 5.857 -1.004 -2.186  C156 1.090
167 H 6.846 0.461 -4.701  C158 1.090
168 H 6.114 1.007 -3.237  C158 1.090
169 H 5.113 2.491 -4.950  C159 1.090
170 H 3.930 1.224 -4.825  C159 1.090
171 H 5.124 1.066 -6.027  C159 1.090
172 H 4.745 -0.876 -5.924  C160 1.090
173 H 5.960 -1.999 -5.627  C160 1.090
174 H 3.680 -3.149 -5.858  C161 1.090
175 H 4.340 -3.490 -4.201  C161 1.090
176 H 3.031 -2.302 -4.428  C161 1.090
177 C -5.655 -0.668 -8.235  C178 1.504, H184 1.090, H185 1.090, H186 1.090
178 C -5.694 -0.460 -6.745  C177 1.504, N179 1.454, H187 1.090, H188 1.090
179 N -4.908 0.637 -6.203  C178 1.454, C180 1.515, C182 1.455
180 C -3.474 0.166 -6.080  N179 1.515, C181 1.506, H189 1.090, H190 1.090
181 C -2.622 0.682 -4.950  C180 1.506, H191 1.090, H192 1.090, H193 1.090
182 C -5.232 2.012 -6.555  N179 1.455, C183 1.527, H194 1.090, H195 1.090
183 C -4.340 2.535 -7.679  C182 1.527, H196 1.090, H197 1.090, H198 1.090
184 H -4.622 -0.746 -8.574  C177 1.090
185 H -6.142 0.158 -8.752  C177 1.090
186 H -5.947 -1.666 -8.561  C177 1.090
187 H -6.737 -0.524 -6.436  C178 1.090
188 H -5.352 -1.420 -6.360  C178 1.090
189 H -3.416 -0.923 -6.071  C180 1.090
190 H -3.043 0.392 -7.055  C180 1.090
191 H -1.678 0.161 -4.792  C181 1.090
192 H -2.486 1.763 -4.966  C181 1.090
193 H -3.204 0.441 -4.061  C181 1.090
194 H -4.994 2.709 -5.752  C182 1.090
195 H -6.272 2.177 -6.839  C182 1.090
196 H -4.480 1.991 -8.613  C183 1.090
197 H -3.308 2.413 -7.349  C183 1.090
198 H -4.614 3.548 -7.976  C183 1.090
199 C 3.198 1.013 -1.299  C200 1.529, H206 1.090, H207 1.090, H208 1.090
200 C 1.972 0.128 -1.518  C199 1.529, N201 1.433, H209 1.090, H210 1.090
201 N 0.879 0.324 -0.612  C200 1.433, C202 1.441, C204 1.425
202 C -0.221 -0.597 -0.745  N201 1.441, C203 1.555, H211 1.090, H212 1.090
203 C -1.027 -0.480 -2.069  C202 1.555, H213 1.090, H214 1.090, H215 1.090
204 C 1.228 0.503 0.758  N201 1.425, C205 1.517, H216 1.090, H217 1.090
205 C 2.060 -0.591 1.401  C204 1.517, H218 1.090, H219 1.090, H220 1.090
206 H 3.714 0.935 -0.342  C199 1.090
207 H 2.987 2.078 -1.390  C199 1.090
208 H 3.932 0.653 -2.021  C199 1.090
209 H 1.586 0.388 -2.504  C200 1.090
210 H 2.307 -0.909 -1.493  C200 1.090
211 H 0.035 -1.599 -0.400  C202 1.090
212 H -0.973 -0.328 -0.002  C202 1.090
213 H -1.469 0.511 -2.177  C203 1.090
214 H -0.289 -0.710 -2.837  C203 1.090
215 H -1.831 -1.214 -2.122  C203 1.090
216 H 0.319 0.744 1.310  C204 1.090
217 H 1.707 1.479 0.833  C204 1.090
218 H 3.021 -0.893 0.985  C205 1.090
219 H 1.402 -1.459 1.358  C205 1.090
220 H 2.204 -0.320 2.447  C205 1.090
221 C 3.723 5.031 -4.737  C222 1.548, H228 1.090, H229 1.090, H230 1.090
222 C 3.587 4.833 -3.207  C221 1.548, N223 1.465, H231 1.090, H232 1.090
223 N 2.329 5.248 -2.581  C222 1.465, C224 1.504, C226 1.457
224 C 1.182 4.389 -3.039  N223 1.504, C225 1.539, H233 1.090, H234 1.090
225 C -0.075 4.940 -2.343  C224 1.539, H235 1.090, H236 1.090, H237 1.090
226 C 2.480 5.433 -1.144  N223 1.457, C227 1.560, H238 1.090, H239 1.090
227 C 3.477 6.555 -0.720  C226 1.560, H240 1.090, H241 1.090, H242 1.090
228 H 4.551 4.402 -5.064  C221 1.090
229 H 3.851 6.058 -5.078  C221 1.090
230 H 2.804 4.568 -5.096  C221 1.090
231 H 3.973 3.860 -2.903  C222 1.090
232 H 4.367 5.479 -2.803  C222 1.090
233 H 1.104 4.433 -4.125  C224 1.090
234 H 1.184 3.316 -2.846  C224 1.090
235 H -0.994 4.596 -2.816  C225 1.090
236 H -0.087 4.731 -1.273  C225 1.090
237 H -0.002 5.975 -2.675  C225 1.090
238 H 2.691 4.512 -0.602  C226 1.090
239 H 1.579 5.846 -0.690  C226 1.090
240 H 3.465 6.703 0.360  C227 1.090
241 H 3.128 7.490 -1.158  C227 1.090
242 H 4.489 6.404 -1.097  C227 1.090
243 C -3.629 -4.456 -7.186  C244 1.534, H250 1.090, H251 1.090, H252 1.090
244 C -2.385 -4.281 -6.306  C243 1.534, N245 1.481, H253 1.090, H254 1.090
245 N -1.637 -3.019 -6.511  C244 1.481, C246 1.547, C248 1.480
246 C -0.574 -3.062 -7.634  N245 1.547, C247 1.557, H255 1.090, H256 1.090
247 C -1.202 -2.907 -9.050  C246 1.557, H257 1.090, H258 1.090, H259 1.090
248 C -0.853 -2.594 -5.330  N245 1.480, C249 1.519, H260 1.090, H261 1.090
249 C 0.372 -3.425 -4.990  C248 1.519, H262 1.090, H263 1.090, H264 1.090
250 H -4.084 -3.473 -7.300  C243 1.090
251 H -4.461 -4.981 -6.717  C243 1.090
252 H -3.452 -4.872 -8.178  C243 1.090
253 H -2.706 -4.333 -5.265  C244 1.090
254 H -1.805 -5.180 -6.513  C244 1.090
255 H -0.014 -3.992 -7.536  C246 1.090
256 H 0.130 -2.231 -7.605  C246 1.090
257 H -0.576 -2.558 -9.872  C247 1.090
258 H -2.120 -2.321 -9.084  C247 1.090
259 H -1.634 -3.886 -9.256  C247 1.090
260 H -0.595 -1.537 -5.391  C248 1.090
261 H -1.549 -2.578 -4.490  C248 1.090
262 H 1.226 -3.207 -5.630  C249 1.090
263 H 0.701 -3.231 -3.969  C249 1.090
264 H 0.097 -4.479 -5.046  C249 1.090
265 C -2.024 -0.104 3.447  C266 1.491, H272 1.090, H273 1.090, H274 1.090
266 C -2.249 1.351 3.678  C265 1.491, N267 1.507, H275 1.090, H276 1.090
267 N -3.120 1.952 2.606  C266 1.507, C268 1.469, C270 1.478
268 C -4.530 1.548 2.687  N267 1.469, C269 1.590, H277 1.090, H278 1.090
269 C -5.510 2.542 1.926  C268 1.590, H279 1.090, H280 1.090, H281 1.090
270 C -2.571 1.941 1.233  N267 1.478, C271 1.531, H282 1.090, H283 1.090
271 C -2.100 3.340 0.830  C270 1.531, H284 1.090, H285 1.090, H286 1.090
272 H -2.698 -0.595 4.150  C265 1.090
273 H -1.041 -0.433 3.784  C265 1.090
274 H -2.217 -0.503 2.451  C265 1.090
275 H -2.616 1.596 4.674  C266 1.090
276 H -1.245 1.774 3.646  C266 1.090
277 H -4.763 0.607 2.188  C268 1.090
278 H -4.747 1.547 3.756  C268 1.090
279 H -5.466 3.549 2.341  C269 1.090
280 H -5.182 2.583 0.887  C269 1.090
281 H -6.553 2.244 2.034  C269 1.090
282 H -3.248 1.645 0.431  C270 1.090
283 H -1.734 1.246 1.296  C270 1.090
284 H -2.823 3.809 0.163  C271 1.090
285 H -1.186 3.210 0.251  C271 1.090
286 H -1.923 4.069 1.622  C271 1.090